This record from the Open Molecules 2025 dataset describes 6 unconnected molecules or ions with the total composition C30H63I2N5O24PS5Si. The level of theory is ωB97M-V with the def2-TZVPD basis set.

Structure (ORCA input):
```
! RIJCOSX wB97M-V def2-TZVPD def2/J DEFGRID3
* xyz 1 1
C 1.54878 -6.08551 -3.06730
C 0.09236 -5.97236 -3.61549
O -0.83175 -6.02031 -2.53302
C -2.09201 -5.49124 -2.89740
C -2.08379 -3.95190 -2.67167
O -1.58739 -3.62036 -1.38425
C -0.35200 -2.95358 -1.42502
C -0.43398 -1.51760 -2.03504
O 0.88560 -1.24152 -2.56449
C 0.85922 -0.19683 -3.52797
N 0.06964 0.93990 -3.12636
C -0.97195 1.67609 -3.59810
N -1.59597 1.50406 -4.77964
C -2.71690 2.44421 -5.02531
N -3.89316 2.08875 -4.21005
P -1.28342 0.38991 -6.08110
C 0.38670 0.60067 -6.85555
C -1.69358 -1.37432 -5.68474
N -1.36515 2.65192 -2.75849
C -0.49594 2.53327 -1.72904
C -0.64222 3.51177 -0.60210
I 0.49364 5.29769 -1.15077
C -2.13038 3.86613 -0.25555
C -3.07726 2.64923 -0.28886
I -2.87768 5.51504 -1.44140
N 0.35466 1.55094 -1.93652
C 1.39825 1.27432 -0.95474
C 2.85658 1.47732 -1.50137
O 3.73639 1.80000 -0.44770
Si 5.25464 2.28288 -1.09634
C 5.52132 1.71537 -2.90138
C 6.66217 1.51030 -0.09138
C 5.32304 4.16857 -1.07862
H 1.55924 -6.13014 -1.96886
H 2.05143 -6.96633 -3.49187
H 2.12632 -5.20099 -3.39195
H -0.00348 -5.03873 -4.20260
H -0.07675 -6.82613 -4.29676
H -2.90347 -5.94480 -2.30709
H -2.32756 -5.64094 -3.97262
H -1.54177 -3.47574 -3.50763
H -3.12486 -3.57272 -2.72189
H 0.41478 -3.52896 -1.98604
H 0.05713 -2.86754 -0.40265
H -1.18816 -1.43616 -2.83373
H -0.60059 -0.79964 -1.20898
H 0.61929 -0.66841 -4.48634
H 1.91353 0.13016 -3.60825
H -3.03755 2.34013 -6.07548
H -2.41984 3.49489 -4.91015
H -4.37672 1.35579 -4.72095
H -4.48564 2.91159 -4.12857
H 1.10174 1.03980 -6.13407
H 0.37403 1.12829 -7.81444
H 0.77957 -0.41794 -7.05350
H -0.87849 -1.99556 -5.27728
H -2.53921 -1.34859 -4.97096
H -2.11720 -1.80076 -6.60761
H -0.16752 3.18173 0.33236
H -2.11413 4.22994 0.78342
H -3.94229 2.85796 0.37897
H -2.58374 1.74412 0.10974
H -3.50888 2.46399 -1.28644
H 1.32656 1.88140 -0.04555
H 1.35986 0.22212 -0.62009
H 2.79258 2.25592 -2.28920
H 3.14624 0.49896 -1.93407
H 5.33220 0.62670 -2.97203
H 6.57060 1.89462 -3.17713
H 4.84109 2.26696 -3.57265
H 7.04472 2.20971 0.67016
H 6.37901 0.54205 0.35661
H 7.49888 1.30418 -0.78510
H 4.36263 4.53941 -1.48162
H 6.13791 4.55850 -1.71290
H 5.46115 4.51938 -0.03044
C 2.34420 -3.35936 2.31332
C 1.74236 -4.74414 2.19723
O 2.80450 -5.56540 1.70806
S 4.20816 -5.01361 2.27757
O 4.56395 -5.77379 3.41965
O 5.08919 -4.82255 1.18416
O 3.67775 -3.57419 2.77796
H 2.39684 -2.86668 1.33845
H 1.79640 -2.72665 3.00849
H 0.89220 -4.77253 1.51898
H 1.43944 -5.12732 3.17470
C -7.25140 0.51729 0.25994
C -7.33983 -0.11798 1.62990
O -6.72141 0.82424 2.51008
S -6.98740 2.31314 1.96513
O -8.09013 2.86677 2.66180
O -5.73430 2.97442 1.87223
O -7.47683 1.91292 0.48388
H -6.25274 0.39701 -0.16734
H -7.99067 0.11842 -0.43100
H -6.82972 -1.07691 1.67579
H -8.37879 -0.24203 1.94525
C -4.22430 -2.02752 5.69682
C -3.99073 -0.53542 5.65989
O -3.09554 -0.33782 4.55488
S -3.39900 -1.43582 3.42359
O -4.24164 -0.85087 2.43913
O -2.17871 -2.08319 3.08748
O -4.28898 -2.42749 4.31611
H -3.39108 -2.54670 6.16319
H -5.14599 -2.28915 6.21078
H -3.55457 -0.16046 6.58202
H -4.91470 0.00802 5.44765
C -0.34507 -4.68069 7.49685
C 0.59952 -3.74194 8.21845
O -0.22723 -2.64994 8.63854
S -1.70365 -3.19647 8.96513
O -1.81479 -3.40356 10.36078
O -2.64124 -2.41171 8.23743
O -1.56187 -4.63005 8.24962
H -0.55536 -4.33058 6.48309
H 0.03359 -5.69926 7.45601
H 1.40518 -3.38879 7.57970
H 1.02214 -4.21038 9.10998
C 4.77139 8.90651 1.24081
C 5.86989 9.28792 2.21273
O 6.27705 8.04932 2.80345
S 6.11839 6.86769 1.72539
O 7.38324 6.63840 1.12573
O 5.34845 5.82546 2.30473
O 5.19949 7.66483 0.66989
H 3.82396 8.73718 1.75758
H 4.63043 9.65326 0.46277
H 5.52883 9.98204 2.97664
H 6.73001 9.71503 1.69193
*
```

Results
Energy   -176254.3115 eV
E_HOMO   -10.938 eV
M   1351.05 Da
Orbital gap   7.900 eV
Max |F|   2.95 eV/Å